{"formula": "C24H30AsI2N4OPSc", "method": "ωB97M-V/def2-TZVPD", "species": ["Sc", "I", "C", "C", "C", "I", "C", "C", "C", "C", "N", "C", "C", "O", "H", "H", "H", "H", "C", "As", "C", "C", "C", "C", "C", "C", "C", "C", "H", "H", "H", "H", "H", "H", "H", "H", "H", "H", "H", "H", "H", "C", "N", "C", "N", "C", "N", "C", "P", "C", "C", "H", "H", "H", "H", "H", "H", "H", "H", "H", "H", "H", "H", "H"], "coordinates": [[0.448207, 1.288756, -0.872254], [2.406441, -0.946084, 3.225175], [2.233839, 1.081248, 2.798981], [2.622879, 2.048699, 3.758709], [2.484844, 3.391323, 3.510939], [3.110988, 4.745184, 4.950126], [1.911193, 3.831512, 2.276006], [1.708384, 5.177374, 1.903516], [1.143064, 5.488544, 0.690270], [0.765763, 4.456582, -0.167051], [0.940456, 3.171321, 0.137035], [1.521968, 2.856017, 1.343638], [1.718618, 1.477752, 1.600756], [1.357327, 0.624750, 0.586489], [3.047350, 1.714251, 4.695124], [2.007530, 5.965172, 2.583712], [0.987582, 6.514650, 0.390514], [0.314342, 4.682588, -1.126750], [3.476569, 1.133637, -3.580283], [1.867611, 0.198184, -3.045918], [1.004090, -0.190109, -4.730949], [2.496751, -1.534767, -2.387965], [1.475645, -2.615135, -2.622422], [1.835061, -3.781881, -3.285181], [0.896092, -4.778898, -3.521788], [-0.416644, -4.615590, -3.111885], [-0.789871, -3.451371, -2.451794], [0.154070, -2.468606, -2.204178], [3.984385, 0.525045, -4.327523], [4.134877, 1.285205, -2.727074], [3.216542, 2.097443, -4.013391], [1.658518, -0.867442, -5.279347], [0.888872, 0.737272, -5.288851], [0.038113, -0.665029, -4.583368], [2.737535, -1.430022, -1.327639], [3.427176, -1.739985, -2.918121], [2.855272, -3.919280, -3.621621], [1.193391, -5.681526, -4.037906], [-1.148840, -5.385645, -3.311364], [-1.825447, -3.323883, -2.158959], [-0.138500, -1.546239, -1.689392], [-3.926865, 0.117891, 2.780447], [-2.454139, -0.154255, 3.172631], [-2.210007, -1.675442, 3.095188], [-2.546097, -2.157617, 1.804652], [-3.944321, -1.868655, 1.481135], [-4.202120, -0.427840, 1.500257], [-3.564653, 0.286873, 0.399312], [-1.720257, 0.100830, 0.507205], [-1.501793, 0.590124, 2.286254], [-1.622081, -1.746025, 0.762319], [-4.071644, 1.197131, 2.810858], [-4.531786, -0.361363, 3.549680], [-2.307534, 0.150899, 4.137818], [-2.847442, -2.120659, 3.858706], [-1.160253, -1.842019, 3.336726], [-4.586559, -2.353126, 2.216307], [-4.182006, -2.268370, 0.497276], [-3.837585, 1.343394, 0.424579], [-3.915777, -0.117727, -0.551132], [-1.676007, 1.659520, 2.416655], [-0.483112, 0.356935, 2.603499], [-0.594029, -2.008439, 1.021816], [-1.865976, -2.253077, -0.170209]], "atomic_forces_ev_per_a": [[-0.04, -0.13, -0.28], [-0.01, 0.05, -0.01], [0.03, -0.16, 0.13], [-0.06, 0.14, -0.14], [0.00, -0.11, 0.02], [0.02, 0.04, 0.04], [0.03, 0.04, 0.04], [0.04, -0.02, 0.08], [-0.04, -0.08, -0.09], [0.02, 0.12, 0.01], [-0.07, -0.16, -0.19], [0.10, -0.16, 0.09], [0.00, 0.06, -0.21], [0.08, 0.16, 0.32], [0.00, -0.02, 0.00], [0.00, 0.00, 0.00], [0.00, 0.00, -0.01], [0.00, 0.00, 0.01], [0.00, 0.03, 0.07], [-0.10, 0.21, 0.15], [0.06, -0.02, -0.01], [-0.01, -0.05, 0.06], [0.02, -0.01, -0.04], [-0.05, -0.03, -0.04], [0.05, 0.01, -0.01], [-0.02, 0.02, 0.02], [-0.05, -0.04, -0.02], [0.09, 0.09, -0.01], [0.00, 0.01, 0.00], [0.00, -0.02, 0.00], [0.01, -0.01, -0.02], [-0.03, 0.01, -0.04], [-0.02, -0.01, -0.01], [0.01, -0.01, 0.02], [0.03, 0.05, -0.02], [-0.01, -0.06, 0.00], [0.01, 0.01, 0.01], [0.00, 0.00, 0.00], [-0.01, 0.00, 0.00], [0.01, 0.02, 0.02], [-0.04, -0.03, 0.01], [0.06, -0.01, 0.02], [-0.02, 0.06, -0.01], [0.00, -0.01, 0.05], [-0.03, -0.04, 0.00], [0.01, 0.00, -0.02], [0.00, 0.02, -0.01], [0.02, -0.03, 0.02], [-0.03, -0.03, 0.05], [-0.02, 0.02, -0.01], [0.07, 0.16, -0.08], [-0.01, 0.00, -0.01], [-0.01, 0.00, -0.01], [-0.01, -0.01, 0.00], [0.00, -0.01, -0.01], [0.00, 0.00, -0.01], [0.00, 0.00, 0.00], [-0.01, -0.01, 0.01], [-0.02, -0.01, 0.01], [-0.01, 0.00, 0.00], [0.00, 0.00, 0.02], [-0.01, 0.00, 0.01], [-0.01, -0.04, 0.02], [0.00, -0.02, 0.00]], "mulliken_charge": [0.115, 0.163, -0.261, -0.333, -0.431, 0.241, 0.587, -0.475, -0.939, -0.295, 0.016, 0.817, 0.025, -0.487, 0.424, 0.284, 0.441, 0.491, -1.173, 0.536, -1.126, -0.903, 0.491, -0.633, -0.678, -0.707, -0.733, 0.973, 0.407, 0.387, 0.419, 0.400, 0.454, 0.344, 0.433, 0.554, 0.411, 0.421, 0.426, 0.468, -0.267, -0.767, 0.047, -0.706, 0.218, -0.962, 0.215, -1.022, 1.099, -0.694, -0.509, 0.380, 0.366, 0.372, 0.369, 0.333, 0.318, 0.373, 0.463, 0.463, 0.516, 0.257, 0.549, 0.034], "charge": 3, "gap_ha": 0.24028, "e_tot_ha": -5159.18659, "homo_energy_ev": -15.898, "mol_weight_g_mol": 795.19, "de_lowest_kj_mol": 133.8}

---

{"formula": "C9H18AgB3BrO7", "method": "ωB97M-V/def2-TZVPD", "species": ["C", "C", "O", "C", "O", "B", "O", "B", "C", "C", "O", "C", "O", "O", "B", "C", "C", "C", "Br", "O", "H", "H", "H", "H", "H", "H", "H", "H", "H", "H", "H", "H", "H", "H", "H", "H", "H", "H", "Ag"], "coordinates": [[0.450129, -2.462304, 1.350615], [-0.746089, -3.346736, 1.108738], [-1.685236, -3.191856, 2.226165], [-1.522136, -3.067669, -0.156126], [-2.070218, -1.745730, -0.144759], [-1.649736, -0.857522, -1.074893], [-2.455595, 0.259796, -1.312587], [-1.708847, 1.404560, -1.190865], [-1.988237, 2.596249, -0.235438], [-0.886575, 2.570725, 0.838355], [-1.434556, 2.902041, 2.111114], [-0.627750, 2.428820, 3.112210], [0.430103, 2.927282, 3.415514], [-0.499774, 1.428855, -1.957682], [0.221070, 0.278302, -1.736350], [1.756827, 0.358818, -1.403808], [2.494474, 1.209035, -2.423212], [3.985748, 1.398327, -2.045729], [1.707693, 2.976645, -2.412015], [-0.453224, -0.930793, -1.791961], [1.243469, -2.746258, 0.669076], [0.826629, -2.649198, 2.354369], [0.201891, -1.406813, 1.289097], [-0.457953, -4.392540, 1.126435], [-1.420436, -2.445515, 2.765030], [-0.956668, -3.283196, -1.055872], [-2.370947, -3.748245, -0.147365], [-1.876095, 3.517463, -0.802331], [-2.950716, 2.560607, 0.256377], [-0.462096, 1.554918, 0.906614], [-0.067849, 3.244559, 0.604035], [-1.005225, 1.539478, 3.633972], [2.199586, -0.634420, -1.423291], [1.905339, 0.747887, -0.396256], [2.422294, 0.761996, -3.406861], [4.058898, 1.673878, -0.999613], [4.411951, 0.404420, -2.142344], [4.485964, 2.110851, -2.686075], [-3.506107, -3.946718, 3.177720]], "atomic_forces_ev_per_a": [[-0.05, -0.38, 0.45], [-0.14, 0.21, 0.01], [-0.01, 0.03, 0.20], [-0.56, -0.25, 0.42], [0.53, -0.29, -0.61], [-1.15, 0.03, -0.85], [0.83, 0.04, 1.17], [-1.02, 0.68, -0.78], [0.55, 0.14, -0.17], [-0.14, -0.21, -0.12], [0.01, -0.55, 0.11], [1.75, 1.08, 0.74], [-1.47, -0.75, -0.66], [0.52, 0.28, 0.72], [0.09, -0.95, -0.81], [-0.29, -0.08, -0.40], [0.99, -0.77, 0.67], [-0.81, -0.01, 0.13], [-0.40, 0.24, -0.17], [0.44, 0.10, 1.32], [0.11, 0.21, -0.23], [0.15, -0.02, 0.10], [-0.01, 0.17, -0.25], [0.10, -0.15, -0.10], [0.29, 0.30, -0.03], [0.33, 0.11, -0.05], [-0.18, -0.04, -0.18], [-0.34, 0.27, 0.04], [-0.24, -0.02, -0.07], [0.13, -0.03, 0.12], [0.15, 0.11, -0.04], [-0.36, 0.09, -0.05], [0.13, -0.12, -0.08], [-0.02, 0.15, 0.13], [-0.27, 0.48, -0.40], [0.12, 0.26, 0.10], [0.24, -0.08, -0.22], [0.28, 0.01, -0.11], [-0.28, -0.28, -0.04]], "mulliken_charge": [-1.499, 0.331, -0.380, -0.698, -0.450, 0.378, -0.159, 0.063, -0.521, 0.414, -0.366, 0.158, -0.446, -0.082, 0.110, -0.942, 0.183, -1.310, 0.384, -0.194, 0.384, 0.498, 0.301, 0.400, 0.272, 0.393, 0.396, 0.296, 0.335, -0.352, 0.276, 0.406, 0.431, 0.416, 0.473, 0.389, 0.390, 0.446, 0.876], "charge": 2, "gap_ha": [0.28851, 0.17275], "e_tot_ha": -3675.55767, "multiplicity": 2, "homo_energy_ev": [-15.565, -15.565], "mol_weight_g_mol": 458.44, "de_lowest_kj_mol": 88.8}

---

{"formula": "C2H3I3O2", "method": "ωB97M-V/def2-TZVPD", "species": ["C", "C", "O", "O", "I", "I", "I", "H", "H", "H"], "coordinates": [[0.032879, 0.238483, -1.052483], [0.084862, -0.021291, 0.468452], [1.122132, 0.716803, 1.007148], [0.210120, -1.280141, 0.816168], [1.941395, 0.183700, -2.106747], [-1.313014, -0.998823, -1.992818], [-2.014338, 0.762079, 1.293237], [-0.667218, 1.869236, -1.216029], [1.362442, 0.278651, 1.839612], [-0.759260, -1.748697, 0.943461]], "atomic_forces_ev_per_a": [[-1.12, 4.20, -0.47], [0.51, 2.81, -0.39], [-0.98, -0.54, -0.22], [-3.35, -3.78, 1.42], [-0.66, 0.11, 0.71], [-0.68, -0.53, -0.48], [0.85, -0.28, -0.19], [1.92, -3.91, 0.45], [-0.03, 0.16, -0.11], [3.54, 1.76, -0.72]], "mulliken_charge": [-0.471, -0.067, -0.442, -0.474, 0.133, 0.213, 0.006, 0.331, 0.321, 0.450], "gap_ha": 0.30275, "e_tot_ha": -1121.43761, "homo_energy_ev": -9.112, "mol_weight_g_mol": 439.76, "de_lowest_kj_mol": 294.0}

---

{"formula": "C24H19ClN2O4", "method": "ωB97M-V/def2-TZVPD", "species": ["C", "O", "C", "O", "C", "C", "C", "C", "C", "N", "C", "O", "C", "C", "C", "C", "C", "C", "C", "C", "N", "C", "O", "C", "C", "C", "C", "C", "C", "Cl", "C", "H", "H", "H", "H", "H", "H", "H", "H", "H", "H", "H", "H", "H", "H", "H", "H", "H", "H", "H"], "coordinates": [[3.272316, 6.588076, 1.449238], [2.343018, 5.587253, 1.832122], [2.110802, 4.627858, 0.922501], [2.645500, 4.607604, -0.160266], [1.141169, 3.613125, 1.397030], [0.502793, 3.716443, 2.630548], [-0.386199, 2.730133, 3.015810], [-0.648358, 1.645136, 2.197164], [-0.010872, 1.536930, 0.962788], [-0.226899, 0.471685, 0.089693], [-1.007656, -0.625932, 0.272910], [-1.738389, -0.840876, 1.213692], [-0.946486, -1.589274, -0.890797], [-1.404193, -1.336696, -2.124873], [-2.013832, -0.102586, -2.597127], [-2.728166, 0.758998, -1.763122], [-3.275030, 1.925397, -2.263168], [-3.127600, 2.253025, -3.601028], [-2.441128, 1.394874, -4.444456], [-1.896795, 0.226075, -3.949854], [-0.425101, -2.834810, -0.545891], [0.475123, -2.994247, 0.474384], [0.936063, -2.059056, 1.087527], [0.809820, -4.424783, 0.740126], [-0.213676, -5.353171, 0.911076], [0.073712, -6.670356, 1.216803], [1.392299, -7.076647, 1.347024], [2.421904, -6.169243, 1.174995], [2.131309, -4.845713, 0.879052], [3.422693, -3.729536, 0.643758], [0.880752, 2.528286, 0.568689], [2.923469, 7.108794, 0.554791], [4.245437, 6.140647, 1.235450], [3.343735, 7.274949, 2.288695], [0.708489, 4.559443, 3.270096], [-0.884191, 2.801156, 3.971157], [-1.333904, 0.875491, 2.509537], [0.339165, 0.491160, -0.747550], [-1.299880, -2.115928, -2.872456], [-2.882759, 0.500345, -0.727925], [-3.825622, 2.580395, -1.604366], [-3.555018, 3.166260, -3.986968], [-2.333043, 1.636507, -5.491678], [-1.360616, -0.439528, -4.611707], [-0.648448, -3.624918, -1.135054], [-1.239961, -5.025432, 0.830897], [-0.728916, -7.378002, 1.356171], [1.621452, -8.104009, 1.585388], [3.450964, -6.476529, 1.271449], [1.390752, 2.471227, -0.382274]], "atomic_forces_ev_per_a": [[0.27, 0.18, -0.28], [-0.28, -0.24, 0.21], [0.24, 0.15, -0.27], [-0.04, 0.01, 0.13], [-0.27, -0.30, 0.12], [0.10, 0.07, -0.09], [0.07, 0.07, -0.06], [-0.10, -0.13, 0.06], [-0.05, 0.29, 0.31], [0.12, -0.01, -0.28], [0.12, 0.27, -0.27], [-0.11, -0.02, 0.10], [-0.03, 0.10, -0.36], [0.33, -0.28, 0.47], [-0.27, 0.36, -0.17], [-0.02, -0.09, -0.09], [-0.01, 0.09, 0.02], [-0.01, 0.04, -0.03], [-0.04, 0.08, -0.08], [0.04, -0.06, 0.16], [-0.24, -0.25, -0.19], [0.08, -0.10, -0.12], [0.04, -0.12, 0.07], [0.15, -0.13, 0.20], [0.12, 0.05, -0.02], [-0.02, -0.09, 0.00], [-0.08, 0.03, -0.01], [0.03, 0.14, -0.02], [-0.25, -0.06, 0.01], [0.28, -0.01, -0.03], [0.03, 0.13, 0.10], [0.05, -0.02, 0.09], [-0.07, 0.07, 0.02], [-0.02, -0.04, -0.03], [0.01, 0.05, 0.05], [-0.04, -0.01, 0.07], [-0.01, -0.01, 0.00], [-0.15, -0.16, 0.09], [0.08, -0.09, 0.00], [-0.07, 0.00, 0.11], [-0.05, 0.05, 0.06], [-0.04, 0.07, -0.03], [0.01, 0.02, -0.08], [0.05, -0.08, -0.06], [0.06, 0.10, 0.17], [-0.09, 0.04, 0.00], [-0.07, -0.06, 0.02], [0.03, -0.09, 0.02], [0.10, -0.01, -0.01], [0.05, 0.00, -0.10]], "mulliken_charge": [-0.661, -0.300, 0.590, -0.609, -0.043, -0.544, -0.995, -0.379, 0.588, 0.370, 0.027, -0.715, 0.392, -0.855, 0.520, -0.263, -0.681, -0.429, -0.505, -0.550, -0.114, 0.405, -0.578, 0.134, -0.338, -0.739, -0.376, -0.537, 0.409, -0.203, -0.418, 0.291, 0.287, 0.230, 0.469, 0.374, 0.558, 0.239, 0.374, 0.525, 0.411, 0.385, 0.379, 0.376, 0.370, 0.460, 0.390, 0.378, 0.428, 0.474], "smiles": "COC(=O)c1cccc(NC(=O)/C(=C\\c2ccccc2)NC(=O)c2ccccc2Cl)c1", "gap_ha": 0.31404, "e_tot_ha": -1796.68085, "homo_energy_ev": -8.310, "mol_weight_g_mol": 434.88, "de_lowest_kj_mol": 2.9}